{"formula": "C48H128N4O18", "method": "ωB97M-V/def2-TZVPD", "total_energy_ev": -94644.3779, "charge": 1, "multiplicity": 2, "fmax_ev_per_a": 5.1, "gap_ev": [6.451, 0.984], "lumo_energy_ev": [-2.684, -8.151], "symbols": ["C", "O", "H", "H", "H", "H", "C", "O", "H", "H", "H", "H", "C", "O", "H", "H", "H", "H", "C", "O", "C", "C", "N", "C", "C", "O", "C", "H", "H", "H", "H", "H", "H", "H", "H", "H", "H", "H", "H", "H", "H", "H", "C", "O", "C", "C", "N", "C", "C", "O", "C", "H", "H", "H", "H", "H", "H", "H", "H", "H", "H", "H", "H", "H", "H", "H", "C", "O", "C", "C", "N", "C", "C", "O", "C", "H", "H", "H", "H", "H", "H", "H", "H", "H", "H", "H", "H", "H", "H", "H", "C", "O", "C", "C", "N", "C", "C", "O", "C", "H", "H", "H", "H", "H", "H", "H", "H", "H", "H", "H", "H", "H", "H", "H", "C", "C", "C", "O", "H", "H", "H", "H", "H", "H", "H", "H", "C", "C", "C", "O", "H", "H", "H", "H", "H", "H", "H", "H", "C", "C", "C", "O", "H", "H", "H", "H", "H", "H", "H", "H", "C", "C", "C", "O", "H", "H", "H", "H", "H", "H", "H", "H", "C", "C", "C", "O", "H", "H", "H", "H", "H", "H", "H", "H", "C", "C", "C", "O", "H", "H", "H", "H", "H", "H", "H", "H", "C", "C", "C", "O", "H", "H", "H", "H", "H", "H", "H", "H"], "xyz": [[2.93245, -6.24583, -1.88133], [2.22736, -7.46969, -1.49040], [2.28630, -5.58472, -2.45885], [3.18984, -5.61639, -1.02948], [3.79634, -6.24007, -2.54599], [2.67750, -7.99642, -0.82593], [-0.71092, 1.96543, 0.51169], [-1.27595, 1.94492, -0.81324], [-1.40564, 2.46061, 1.19012], [-0.66288, 0.98787, 0.99146], [0.16235, 2.61239, 0.59507], [-2.12972, 1.50620, -0.79892], [-2.34172, -1.65174, -3.96754], [-2.87796, -2.68393, -3.10284], [-1.29000, -1.44400, -3.77048], [-2.35842, -1.95541, -5.01425], [-2.77107, -0.66094, -3.81895], [-2.79522, -2.37811, -2.19663], [2.49093, -2.84784, -0.47584], [1.40777, -2.33434, 0.28897], [0.23939, -2.06037, -0.57658], [-0.98883, -1.79955, 0.34273], [-2.10362, -1.18237, -0.48278], [-3.27401, -0.90828, 0.13915], [-4.29583, -0.27629, -0.72374], [-3.95266, 1.17284, -1.03257], [-4.69917, 2.11858, -0.33038], [2.21652, -3.45172, -1.34078], [3.23284, -3.36965, 0.12862], [2.99940, -1.97286, -0.88079], [0.06331, -2.77029, -1.38474], [0.44534, -1.17038, -1.17121], [-0.82573, -1.18396, 1.22736], [-1.43228, -2.74508, 0.65486], [-1.72437, -0.35842, -0.92705], [-3.19928, -0.38057, 1.08996], [-3.72862, -1.86824, 0.38392], [-5.19973, -0.25046, -0.11514], [-4.54714, -0.92478, -1.56303], [-4.66487, 3.13360, -0.72616], [-4.38799, 2.20112, 0.71099], [-5.75048, 1.83753, -0.39254], [6.71839, -4.05034, 0.73962], [6.88409, -5.11927, 1.67965], [8.24986, -5.34775, 1.88085], [8.69638, -6.61530, 2.56547], [10.13511, -6.79871, 2.68560], [10.93011, -7.02815, 1.52015], [12.40512, -6.50864, 1.51314], [12.33569, -5.04734, 1.71437], [13.59131, -4.49543, 1.96022], [5.69686, -3.78888, 0.46357], [7.15764, -4.31882, -0.22114], [7.23065, -3.15017, 1.07933], [8.63228, -4.47445, 2.40924], [8.70212, -5.38851, 0.88993], [8.15233, -7.37195, 2.00015], [8.30228, -6.75717, 3.57178], [10.58357, -6.05496, 3.20117], [10.47960, -6.55808, 0.64597], [10.83655, -8.05863, 1.17742], [12.92696, -6.70114, 0.57574], [12.98639, -7.08784, 2.23059], [13.58272, -3.41103, 1.85024], [14.27688, -4.86340, 1.19687], [14.09019, -4.73761, 2.89861], [-1.57441, 5.07154, -2.28006], [-2.28597, 6.09413, -3.00370], [-3.71335, 5.96197, -3.20711], [-4.53862, 7.30728, -2.90538], [-4.16731, 8.42836, -3.75021], [-4.67267, 9.68906, -3.18597], [-4.39527, 10.87866, -4.16409], [-3.05158, 11.00569, -4.41698], [-2.53079, 11.89328, -5.45793], [-0.81702, 4.56383, -2.87731], [-2.24258, 4.25117, -2.01810], [-1.31900, 5.44363, -1.28790], [-4.21778, 5.36139, -2.45017], [-3.96721, 5.56248, -4.18898], [-4.25750, 7.71551, -1.93459], [-5.61891, 7.16596, -2.87225], [-3.16410, 8.54115, -3.78106], [-4.41948, 9.84217, -2.13689], [-5.75169, 9.58419, -3.07270], [-4.79807, 11.81858, -3.78674], [-4.85154, 10.62120, -5.11993], [-1.47299, 12.09196, -5.28569], [-3.02559, 12.86372, -5.41890], [-2.73979, 11.53239, -6.46500], [1.42611, 0.10789, 8.64843], [1.82367, -1.04129, 7.95865], [1.41823, -2.31373, 8.57559], [2.55698, -3.27253, 8.46168], [2.60067, -3.78218, 7.07668], [3.41112, -4.97419, 6.87891], [3.72195, -5.26009, 5.39522], [4.20192, -3.96921, 4.96396], [4.26452, -3.87581, 3.51158], [1.52182, 0.91206, 7.91887], [2.18776, 0.35302, 9.38865], [0.37848, 0.06814, 8.94675], [0.54096, -2.80013, 8.14907], [1.15715, -2.13502, 9.61866], [2.39852, -4.17860, 9.04651], [3.56974, -2.92266, 8.66172], [2.98087, -2.99640, 6.56865], [3.05139, -5.89294, 7.34214], [4.33827, -4.80321, 7.42595], [2.80236, -5.57621, 4.90275], [4.52920, -5.97657, 5.24322], [4.62569, -4.75522, 2.97839], [4.98208, -3.12711, 3.17593], [3.31312, -3.61286, 3.04920], [-7.41985, 4.96559, -1.82658], [-8.29990, 5.39216, -0.51340], [-9.39039, 6.43964, -0.65527], [-8.96501, 4.22029, -0.32587], [-6.62778, 4.21682, -1.83405], [-7.06155, 5.87355, -2.31170], [-8.01828, 4.46040, -2.58472], [-7.55915, 5.63859, 0.24731], [-8.88694, 7.35899, -0.95433], [-9.86255, 6.66749, 0.30036], [-10.12984, 6.18079, -1.41312], [-8.82649, 4.00483, 0.59932], [1.11604, -1.67810, -6.34017], [0.92401, -2.89867, -5.35061], [1.70932, -4.13932, -5.66825], [1.28338, -2.55399, -4.00004], [1.23683, -0.69718, -5.88049], [0.21801, -1.55790, -6.94615], [1.96136, -1.96166, -6.96715], [-0.14385, -3.02150, -5.16986], [1.47699, -4.96510, -4.99579], [2.77583, -3.93407, -5.57602], [1.43675, -4.40592, -6.68940], [2.23893, -2.55973, -4.09220], [-6.66456, 4.08291, 3.10666], [-7.83746, 3.05972, 3.47049], [-8.74249, 3.39096, 4.67883], [-8.61985, 3.07063, 2.26711], [-6.94952, 5.12024, 2.93101], [-6.22005, 3.71006, 2.18388], [-5.90903, 4.01258, 3.88918], [-7.52393, 2.01581, 3.47665], [-9.54106, 2.65046, 4.63353], [-9.18950, 4.37961, 4.78291], [-8.09531, 3.24013, 5.54284], [-9.14223, 2.27682, 2.13078], [6.06918, -2.32406, -5.59767], [5.44698, -2.55127, -4.19544], [6.23882, -1.99278, -2.97030], [4.23632, -1.89393, -4.20231], [5.72865, -3.07453, -6.31108], [7.15409, -2.37436, -5.50532], [5.82610, -1.35634, -6.03645], [5.35248, -3.62507, -4.03384], [6.60558, -1.01579, -3.28504], [7.00096, -2.73558, -2.73472], [5.70842, -1.75249, -2.04886], [4.42467, -0.96493, -4.05037], [-4.10438, -6.83828, 0.31535], [-4.44468, -5.40781, -0.24267], [-5.85601, -5.23168, -0.84440], [-4.51547, -4.61633, 0.91137], [-3.39501, -6.98017, 1.13067], [-3.57962, -7.34349, -0.49551], [-5.02147, -7.24657, 0.74001], [-3.61488, -5.10655, -0.88204], [-6.62380, -5.84089, -0.36746], [-5.83861, -5.62886, -1.85930], [-6.19480, -4.20409, -0.97617], [-4.63557, -5.27355, 1.60075], [1.34701, 1.85437, -3.44114], [2.46440, 1.14332, -2.72496], [2.85179, 1.72364, -1.32439], [2.05445, -0.11246, -2.33686], [1.70775, 2.79948, -3.84701], [0.52009, 2.22903, -2.83788], [0.95811, 1.32817, -4.31289], [3.33506, 1.01088, -3.36724], [3.87793, 1.42734, -1.10681], [2.11655, 1.65280, -0.52284], [2.92444, 2.80545, -1.43629], [1.88889, -0.69269, -3.08354], [-4.28920, 6.86991, 2.40202], [-3.59230, 5.99308, 3.43313], [-2.70952, 4.81157, 2.91182], [-2.82516, 6.77620, 4.30707], [-4.98919, 6.22280, 1.87346], [-3.54954, 7.32134, 1.74080], [-4.76625, 7.69516, 2.93069], [-4.28900, 5.54691, 4.14281], [-2.00006, 5.13411, 2.14976], [-3.29952, 3.98882, 2.50799], [-2.03815, 4.31199, 3.61024], [-3.18332, 7.59295, 4.66239]], "atomic_forces_ev_per_a": [[-0.6902, 0.3376, 0.6196], [0.5629, 1.3657, -1.2317], [-0.8233, -0.5200, 0.1341], [0.0971, -0.3248, 0.3538], [0.4032, -1.3078, 0.1323], [0.4500, 0.4020, -0.0390], [-1.8090, 0.5127, 0.2416], [1.6136, 0.2166, 0.5418], [-0.4034, 0.3985, 0.0680], [0.8849, -0.2682, -0.4567], [0.3273, -0.6327, -0.5542], [-0.6765, 0.1146, 0.0849], [0.5949, -0.1658, 0.8163], [0.1342, 0.5728, -1.4231], [0.3952, -0.3965, 0.3049], [-0.5955, -0.1542, 0.1609], [-0.7545, -0.1287, -0.1449], [0.3736, 0.3538, 0.4310], [0.2770, 1.4001, -0.2892], [-1.3010, -1.0487, -1.1385], [0.3449, 1.3007, 1.2808], [-1.4664, -0.4192, -1.6219], [4.7042, -0.7553, -1.9507], [-2.4497, -0.6609, 1.8324], [-0.8750, 2.1484, 0.7756], [0.5568, -2.2907, -0.9124], [-1.0759, -0.0148, 0.5438], [-0.3881, -0.2397, 0.1812], [-0.3860, -0.2251, 0.4334], [0.3128, 0.0524, -0.3222], [-0.0663, -0.8802, 0.5767], [0.1417, 0.4513, 0.3424], [0.6148, -0.0170, 0.0101], [0.2961, -0.1642, 0.3594], [0.2304, 0.1491, -0.1763], [0.1198, 0.4818, 0.4151], [-0.2801, -0.2898, 0.4384], [-0.2220, 0.1878, -0.0576], [0.4257, 0.7527, -0.7322], [0.5891, -0.1978, -0.5613], [-0.0244, -0.1717, 0.3000], [-0.2388, 0.0613, 0.3291], [0.5747, 0.2189, -0.6280], [-0.5431, -0.9236, 0.2922], [0.5734, 2.5344, -0.7974], [-1.5612, -2.2287, 1.2090], [-0.3864, 1.9486, -2.5146], [1.4617, -0.4148, -1.1043], [-0.9187, 0.9371, 0.5954], [-1.0881, -2.4407, 0.6618], [1.7723, 0.3857, -0.7034], [-0.2570, -0.5055, 0.9049], [0.3307, -0.2270, -0.0980], [-0.0477, 0.1002, 0.2090], [0.4685, 0.1602, 0.0764], [0.4672, 0.1073, -0.2101], [0.8348, -0.6953, -0.2352], [-0.0726, 0.5953, 0.2517], [0.1960, 0.1447, 1.2075], [-0.7871, 0.5974, -0.0088], [0.1911, -0.4746, 0.3073], [-0.5232, -0.1035, -0.3809], [0.1353, 0.5681, 0.6803], [-0.4731, -0.1048, 0.0810], [0.2334, 0.0602, -0.2474], [-0.5831, -0.2271, 0.4274], [-2.0837, -0.3819, 0.1401], [-0.7119, 0.0598, -0.2002], [-0.9524, 1.4231, 1.2959], [2.4317, 0.2341, -0.2276], [-0.5014, 0.9569, -0.6939], [-0.4886, 0.0863, -1.1786], [-0.8447, -0.6856, -0.0731], [3.2082, 0.4192, -0.3178], [-1.5638, -0.1565, 0.9894], [0.4252, 0.7167, 0.0925], [-0.3750, -0.1742, -0.1678], [0.8611, 0.2519, -0.2900], [0.5770, -0.8645, 0.1087], [0.2605, 0.1230, -0.1378], [-0.0136, -1.0243, 1.0407], [0.1164, -0.2989, -0.4753], [0.2494, -0.4056, -0.0792], [0.9667, 0.3455, 0.1880], [-0.3666, 0.1285, -0.5198], [-0.3276, 0.1123, 0.1715], [-0.7143, -0.0124, -0.0078], [-0.1114, -0.5460, 0.0664], [-0.1887, 0.2008, 0.2761], [0.2144, -0.4794, 0.0097], [0.4716, 0.5397, -0.9555], [-0.6813, -2.2103, -0.1293], [0.7312, 1.4185, 0.6472], [0.4023, -2.0446, -1.2061], [-0.9473, -0.0396, -0.3459], [1.0392, 0.0489, 0.2161], [-0.0293, 1.9222, 1.2448], [0.1078, -0.6564, -2.5239], [0.1056, 0.2316, 0.2231], [-0.2194, 0.1494, -0.0792], [-0.5201, -0.0849, 0.7879], [0.1492, 0.0328, 0.5524], [-0.0602, 0.4489, -0.5972], [0.2059, 0.1743, 0.2365], [-0.2545, 0.2187, 0.5994], [-0.1337, 0.6592, 0.7357], [0.0988, -0.3780, -0.7153], [-0.8340, 0.1583, 0.0645], [0.8152, -0.1535, -0.1602], [0.0083, 0.1531, -0.3660], [-0.1327, -0.3439, 0.1855], [-0.0619, -0.6696, 0.5659], [0.0084, 0.4257, 0.6592], [-0.3110, 0.0166, 0.3488], [-1.0689, 1.9392, -0.4871], [1.4467, -0.7838, -3.1639], [1.4672, 1.2450, -0.6139], [-0.8708, -2.3677, 1.9423], [0.3997, 0.2788, 1.4577], [0.3236, -0.0551, -0.1107], [-0.9590, 0.4089, 0.1587], [-0.1779, 0.0773, 0.4400], [-0.2576, 0.4297, -0.2028], [-0.0572, -0.3856, 0.0268], [0.1034, -0.1763, 0.1413], [-0.3852, -0.7193, 0.4428], [-0.1947, -1.4773, 0.2586], [-0.9934, 1.7291, 1.3188], [-0.7067, -0.0778, -0.8595], [0.6770, 0.5082, -0.0396], [0.3611, -0.3089, 0.4118], [0.0855, -0.2715, -0.2711], [0.0584, 0.5990, -0.2437], [-0.0997, -0.6945, -0.8454], [-0.2035, 0.1050, -0.0285], [0.1213, 0.0970, -0.2808], [0.4392, -0.4307, -0.1186], [0.6881, 0.2845, 0.7981], [-0.5736, -1.9112, 0.7890], [-0.4462, 1.8444, -1.4678], [1.1495, -0.7357, -0.2793], [-0.5500, 0.6677, -0.8446], [-0.4521, -0.1651, 0.3174], [0.0703, -0.0039, -0.0281], [0.0520, 0.2759, 0.0003], [0.8183, 0.1823, 0.9497], [-0.0534, 0.0149, 0.4569], [0.2718, 0.0907, -0.6424], [-0.3519, -0.1753, 0.4002], [0.0086, -0.1213, 0.3302], [0.8418, -0.3491, 0.7326], [1.2320, 0.6185, 0.3642], [0.4134, -0.2124, -1.1632], [-2.3687, -0.0479, 0.0927], [0.0097, -0.0801, 0.1319], [0.1545, -0.1523, -0.2992], [-0.1185, 0.1364, 0.3814], [-0.6791, -0.0397, -0.0826], [0.7950, -0.0657, 0.0429], [0.5608, 0.5235, 0.0546], [-0.7586, -0.5885, -0.2405], [-0.2233, 0.1875, 0.0035], [-0.1916, 0.3089, -1.4007], [-0.7037, -0.9264, 1.4551], [0.7347, -1.3642, -1.8605], [0.6522, 1.2457, 1.3906], [0.3350, 1.2298, 0.1533], [-0.8553, -0.9244, -0.0953], [-0.1406, -0.6758, -0.7209], [-0.2552, 0.4248, -0.1793], [0.1484, 0.2202, 0.5528], [-0.0574, -0.0968, -0.3467], [0.3820, 0.0595, 0.5245], [-0.0029, 0.5948, 0.4828], [0.0738, 1.6854, -0.6457], [-0.6216, 0.3375, 1.8868], [0.6040, 1.9634, -1.8112], [-0.4580, -2.3063, 0.3728], [0.4312, 0.1293, -0.2471], [-0.0895, -0.7947, 0.4923], [-0.0011, -0.3856, 0.1707], [0.3827, 0.6268, -0.1721], [-0.3014, -0.4289, 0.5681], [0.0619, -0.9739, -0.2657], [0.2027, 0.3624, -0.1206], [-0.3278, -0.2306, -0.3396], [0.5724, -0.7908, 0.3074], [-0.0233, -0.6770, 1.1179], [0.1675, 0.5925, -0.4130], [2.4553, 0.3740, 0.4827], [-0.1890, 0.4739, -0.3193], [-0.0422, -0.1963, -0.2365], [-0.4088, -0.1637, -0.1087], [-0.8362, -0.3586, -0.6002], [-0.2392, 0.2625, -0.3714], [-0.3574, 0.2590, -0.2257], [-0.3848, 0.4650, 0.8089], [-0.6619, -0.2130, -0.4875]], "mulliken_charge": [-0.071, -0.546, -0.017, 0.059, 0.295, 0.290, -0.133, -0.067, -0.069, -0.091, 0.451, 0.112, -0.189, -0.628, -0.212, 0.401, 0.238, 0.188, 0.188, -0.436, 0.665, -1.412, 0.931, -0.881, -0.594, -0.557, -0.973, -0.281, 0.080, 0.090, 0.299, -0.444, 0.302, 0.433, -0.067, 0.289, 0.361, 0.424, 0.393, 0.096, 0.408, 0.557, -0.666, -0.312, -0.226, -0.798, 0.153, -0.451, -0.719, -0.294, -0.767, -0.058, 0.527, 0.416, 0.357, 0.288, 0.345, 0.347, 0.384, 0.278, 0.457, 0.492, 0.402, 0.258, 0.317, 0.326, -0.127, -0.389, 0.079, -0.570, -0.370, -0.756, -0.565, -0.307, -0.755, 0.189, -0.124, 0.325, -0.054, 0.273, 0.284, 0.128, 0.304, 0.420, 0.375, 0.396, 0.319, 0.243, 0.297, 0.310, -0.776, -0.308, -0.535, -0.755, -0.331, -0.760, -0.458, -0.365, -0.858, 0.237, 0.292, 0.331, 0.280, 0.452, 0.433, 0.403, 0.268, 0.393, 0.359, 0.355, 0.350, 0.241, 0.321, 0.423, -0.772, 1.143, -1.394, -0.574, 0.141, 0.064, 0.377, -0.133, 0.337, 0.344, 0.309, 0.350, -1.241, 0.630, -1.272, 0.155, 0.162, 0.350, 0.378, 0.206, 0.284, 0.202, 0.452, -0.346, -0.919, 0.312, -1.362, -0.527, 0.358, 0.091, 0.346, 0.317, 0.398, 0.285, 0.367, 0.228, -1.309, 0.515, -1.439, -0.226, 0.330, 0.420, 0.266, 0.324, 0.437, 0.367, 0.271, 0.013, -1.550, 0.719, -1.246, -0.496, 0.437, 0.374, 0.366, 0.160, 0.297, 0.375, 0.303, 0.289, -1.053, 1.026, -1.526, 0.244, 0.534, -0.154, 0.151, 0.127, 0.336, 0.175, 0.522, -0.319, -0.971, 0.713, -1.002, -0.605, -0.069, 0.383, 0.431, -0.042, 0.358, 0.084, 0.442, 0.315]}